1.
ORCA calculation (ωB97M-V/def2-TZVPD) on 2 unconnected molecules or ions with the total composition C4H13NO.

```
19
Properties=species:S:1:pos:R:3
C -1.6000 -0.8961 -0.6282
C -0.5566 0.1383 -1.0203
C 0.8622 -0.0127 -0.4087
C 1.8764 0.2692 -1.5213
N 1.1606 0.7427 0.7956
H -1.0911 -1.8773 -0.5216
H -2.5936 -0.9889 -1.0826
H -1.8218 -0.8292 0.4791
H -0.4083 0.0839 -2.1072
H -0.9910 1.1648 -0.9759
H 0.9660 -1.0837 -0.1639
H 2.0317 1.3360 -1.6983
H 1.7198 -0.3811 -2.3799
H 2.8678 -0.0696 -1.1661
H 0.5598 1.5187 1.0451
H 1.0675 0.1325 1.5991
O -1.1840 -0.0711 3.1561
H -1.2637 0.2773 4.0458
H -1.6019 0.5464 2.5533
```

Summary:
structure (SMILES)	CC[C@@H](C)N.O
charge	0
LUMO	0.7	eV
ΔE to the lowest compared entry with this formula, charge and spin	81.2	kJ/mol
electronic energy	-7895.819	eV
gap between HOMO and LUMO	9.81	eV
molecular weight	91.15	g mol⁻¹

***

2.
ORCA calculation (ωB97M-V/def2-TZVPD) on 2 unconnected molecules or ions with the total composition C4H13NO.

```
19
Properties=species:S:1:pos:R:3
C -1.8436 -2.2250 0.4493
C -0.8168 -1.3923 -0.3284
N -0.4551 -2.0882 -1.5729
H -1.4486 -3.2247 0.5866
H -2.0640 -1.7610 1.4238
H -2.7872 -2.2821 -0.1201
H -1.2554 -0.3724 -0.5391
H 0.0956 -1.2492 0.2897
H -1.2791 -2.1222 -2.1805
H 0.2289 -1.5315 -2.0931
C 1.5037 1.6098 0.1976
O 1.5563 0.9309 1.4777
C 0.8735 2.9621 0.3909
H 2.5292 1.6865 -0.2231
H 0.9159 0.9918 -0.4810
H 2.1074 0.1511 1.3660
H 1.4554 3.5438 1.1097
H 0.7959 3.5060 -0.5752
H -0.1121 2.8667 0.8222
```

Summary:
charge	+1
spin multiplicity	2
LUMO (spin up / spin down)	-3.8 / -9.6	eV
ΔE to the lowest compared entry with this formula, charge and spin	161.6	kJ/mol
electronic energy	-7886.420	eV
gap between HOMO and LUMO (spin up / spin down)	9.85 / 4.03	eV
molecular weight	91.15	g mol⁻¹

***

3.
ORCA calculation (ωB97M-V/def2-TZVPD) on 3 unconnected molecules or ions with the total composition C4H13NO2.

```
20
Properties=species:S:1:pos:R:3
C 0.4491 1.0352 -0.3508
N 1.2991 0.4582 -1.3255
C -3.4395 -0.0780 -0.3661
O -2.1659 0.1957 0.0380
C 0.6424 0.4489 1.0718
C 0.5673 -1.0762 1.1033
H -0.6366 0.8065 -0.6233
H 0.6427 2.1108 -0.2507
H 1.3610 0.8222 -2.2575
H -4.2234 0.3634 0.2796
H -3.6406 -1.1648 -0.4449
H -3.6153 0.3072 -1.3977
H 1.5693 0.8435 1.4884
H -0.2089 0.8309 1.6403
H 0.6976 -1.6145 2.0379
H 1.3060 -1.4731 0.4164
H -0.3884 -1.3350 0.6366
H 2.0846 -0.2307 -1.1391
H 4.2564 -0.8374 -0.3929
O 3.4431 -0.4128 -0.1637
```

Summary:
charge	-1
spin multiplicity	2
LUMO (spin up / spin down)	3.9 / 1.6	eV
ΔE to the lowest compared entry with this formula, charge and spin	219.2	kJ/mol
electronic energy	-9940.525	eV
gap between HOMO and LUMO (spin up / spin down)	7.92 / 4.73	eV
molecular weight	107.15	g mol⁻¹

***

4.
ORCA calculation (ωB97M-V/def2-TZVPD) on a molecular structure, C4H13NO2.

```
20
Properties=species:S:1:pos:R:3
C -1.2802 -0.3169 -0.0820
C -0.7479 -0.6267 1.3110
C -2.8026 -0.2855 -0.1424
O -0.7343 0.9253 -0.5785
H -0.9795 1.6269 0.0366
H -0.9042 -1.0632 -0.7867
H -3.2167 -1.2568 0.1311
H 0.3421 -0.6810 1.3021
H -1.1391 -1.5844 1.6579
H -1.0741 0.1404 2.0201
H -3.1998 0.4562 0.5558
H -3.1430 -0.0321 -1.1464
C 2.6913 0.4761 0.0784
N 2.0416 0.3800 -1.3009
O 2.5058 -0.8378 0.4214
H 2.1371 -0.8658 -0.8028
H 2.5288 0.8716 -2.0454
H 1.0687 0.7015 -1.2726
H 2.1608 1.2036 0.7146
H 3.7454 0.7686 -0.0713
```

Summary:
charge	0
LUMO	0.8	eV
ΔE to the lowest compared entry with this formula, charge and spin	188.0	kJ/mol
electronic energy	-9942.248	eV
gap between HOMO and LUMO	9.83	eV
molecular weight	107.15	g mol⁻¹

***

5.
ORCA calculation (ωB97M-V/def2-TZVPD) on 3 unconnected molecules or ions with the total composition C4H13NO2.

```
20
Properties=species:S:1:pos:R:3
C -2.3551 0.2893 1.1574
C -1.1097 0.5211 1.7479
C 0.2824 0.2866 1.0585
N 0.7720 1.2156 0.1521
C 2.0755 1.1234 -0.4647
H -3.2707 0.4112 1.7030
H -2.5464 -0.4901 0.3764
H -0.9720 1.0583 2.7345
H 1.0830 -0.0958 1.8312
H -0.1487 -0.6349 0.6448
H 0.5129 2.1585 0.4259
H 2.2109 0.2391 -1.0522
H 2.5558 1.8307 -1.0664
H 2.8165 0.9975 0.3118
O 0.5909 -3.0172 -1.3197
H -0.1006 -3.6599 -1.4420
H 0.1000 -2.2198 -0.9807
O -1.0826 -0.2869 -1.9732
H -0.4856 -0.0829 -1.2090
H -0.9286 0.3562 -2.6358
```

Summary:
structure (SMILES)	C=CCNC.O.O
charge	0
LUMO	0.8	eV
ΔE to the lowest compared entry with this formula, charge and spin	291.7	kJ/mol
electronic energy	-9941.173	eV
gap between HOMO and LUMO	9.76	eV
molecular weight	107.15	g mol⁻¹

***

6.
ORCA calculation (ωB97M-V/def2-TZVPD) on 2 unconnected molecules or ions with the total composition C4H13NO2.

```
20
Properties=species:S:1:pos:R:3
C 1.7493 -0.8355 0.3404
N 1.0513 0.3206 -0.2404
C -0.3575 0.1057 -0.5998
C -0.6178 -0.9551 -1.6705
C -1.1880 -0.1710 0.6424
O -2.5412 0.0314 0.2508
H 2.8245 -0.6703 0.2846
H 1.4134 -0.9620 1.3616
H 1.5286 -1.7706 -0.1779
H 1.5300 0.6052 -1.0833
H -0.7108 1.0669 -0.9779
H -1.6847 -0.9916 -1.9125
H -0.0448 -0.7363 -2.5806
H -0.2703 -1.9336 -1.3610
H -0.9195 0.5177 1.4398
H -1.0180 -1.2061 0.9682
H -3.1224 -0.3068 0.9416
O 0.5381 2.4953 1.7210
H 0.8505 2.0525 0.9023
H 0.9891 3.3437 1.7515
```

Summary:
structure (SMILES)	CN[C@@H](C)CO.O
charge	0
LUMO	0.9	eV
ΔE to the lowest compared entry with this formula, charge and spin	57.3	kJ/mol
electronic energy	-9943.603	eV
gap between HOMO and LUMO	10.19	eV
molecular weight	107.15	g mol⁻¹

***

7.
ORCA calculation (ωB97M-V/def2-TZVPD) on 4 unconnected molecules or ions with the total composition C4H13NO2.

```
20
Properties=species:S:1:pos:R:3
C 0.3275 0.2724 0.4087
N -0.6226 0.5531 1.5058
C 0.0784 0.6644 -2.9457
C -2.1227 0.4766 -1.5254
C -1.2852 0.6799 -2.6668
H -0.0636 0.1073 -0.5784
H 0.9909 -0.5981 0.6027
H 1.0424 1.1027 0.3789
H -1.4833 0.2322 1.0373
H 0.7188 0.0057 -2.3844
H 0.3412 1.2042 -3.8430
H -3.0985 0.8872 -1.7892
H -2.0784 -0.4788 -0.9694
H -1.8102 1.1139 -3.5086
H 3.4200 -0.7189 2.7821
H 2.0166 -1.2592 2.5097
O 2.8340 -0.7856 2.0192
H 0.5673 -1.8125 3.8278
H -0.3946 -0.1014 2.2532
O 0.6221 -1.5451 2.8855
```

Summary:
charge	0
LUMO	-4.6	eV
ΔE to the lowest compared entry with this formula, charge and spin	828.7	kJ/mol
electronic energy	-9935.607	eV
gap between HOMO and LUMO	3.01	eV
molecular weight	107.15	g mol⁻¹

***

8.
ORCA calculation (ωB97M-V/def2-TZVPD) on 2 unconnected molecules or ions with the total composition C4H13NO2.

```
20
Properties=species:S:1:pos:R:3
C -2.5878 1.2385 -1.1543
C -1.1976 1.4657 -0.5530
O -1.3654 2.0410 0.7321
C -0.2136 0.2563 -0.4819
C 1.0286 0.4771 0.3735
N 1.8327 1.6338 -0.0864
H -3.2302 0.6059 -0.4958
H -3.1070 2.1969 -1.2882
H -2.6295 0.6395 -2.0750
H -0.7694 2.2162 -1.2185
H -1.4706 1.4143 1.4474
H 0.1327 0.3575 -1.5659
H -0.6644 -0.7334 -0.6264
H 1.5918 -0.4383 0.1647
H 0.7138 0.5166 1.4164
H 1.3247 1.7913 -0.9503
H 1.7395 2.4873 0.4467
O 2.9261 -6.2350 1.6492
H 3.1061 -5.2993 1.7402
H 2.8395 -6.6320 2.5253
```

Summary:
structure (SMILES)	C[C@@H](O)CCN.O
charge	0
LUMO	0.7	eV
ΔE to the lowest compared entry with this formula, charge and spin	142.5	kJ/mol
electronic energy	-9942.719	eV
gap between HOMO and LUMO	10.20	eV
molecular weight	107.15	g mol⁻¹

***

9.
ORCA calculation (ωB97M-V/def2-TZVPD) on 3 unconnected molecules or ions with the total composition C4H13NO2.

```
20
Properties=species:S:1:pos:R:3
C 0.3654 0.3000 -2.7584
C 0.7617 -0.7876 -1.8194
C 1.3639 -0.4196 -0.6737
C 1.8380 -1.1861 0.4815
N 0.6662 -1.4488 1.2610
H 0.4723 -0.0710 -3.7168
H -0.6409 0.5288 -2.5170
H 0.8129 1.2406 -2.7039
H 0.4586 -1.7478 -2.0807
H 1.7599 0.5968 -0.6226
H 2.3052 -2.1905 0.1374
H 2.6212 -0.5815 1.0521
H -0.0539 -2.0503 0.5916
H 0.7506 -2.0240 1.9805
O -3.6474 3.0697 1.4382
H -3.6247 2.6173 2.1894
H -2.7296 3.2259 1.1921
O -1.2801 0.6053 1.9857
H -0.4945 0.1191 1.8265
H -1.7047 0.2037 2.7565
```

Summary:
structure (SMILES)	C/C=C/CN.O.O
charge	0
LUMO	0.8	eV
ΔE to the lowest compared entry with this formula, charge and spin	233.6	kJ/mol
electronic energy	-9941.775	eV
gap between HOMO and LUMO	10.18	eV
molecular weight	107.15	g mol⁻¹

***

10.
ORCA calculation (ωB97M-V/def2-TZVPD) on 3 unconnected molecules or ions with the total composition C4H13NO2.

```
20
Properties=species:S:1:pos:R:3
C 0.8654 2.1337 -1.4091
C 0.0415 1.1073 -0.7276
C 0.0541 -0.2469 -1.0223
N -0.9882 -1.1264 -0.4696
C -1.5509 -2.2117 -1.2806
H 0.9073 3.0594 -0.8007
H 1.9033 1.7705 -1.6218
H 0.4105 2.3738 -2.3127
H -0.7599 1.4735 -0.0661
H 0.8553 -0.7628 -1.7696
H -1.7915 -0.5846 -0.2006
H -2.0527 -1.6943 -2.1486
H -0.8108 -2.9250 -1.7498
H -2.3460 -2.7956 -0.7766
O 0.1017 -1.0797 1.9454
H 1.0682 -1.2355 1.8821
H -0.1736 -0.9205 0.9329
O 1.3501 1.4216 2.2570
H 0.8071 2.0968 2.6639
H 0.8251 0.5993 2.2736
```

Summary:
structure (SMILES)	C/C=C/NC.O.O
charge	0
LUMO	0.9	eV
ΔE to the lowest compared entry with this formula, charge and spin	187.2	kJ/mol
electronic energy	-9942.257	eV
gap between HOMO and LUMO	9.30	eV
molecular weight	107.15	g mol⁻¹

***

11.
ORCA calculation (ωB97M-V/def2-TZVPD) on 3 unconnected molecules or ions with the total composition C4H13NO2.

```
20
Properties=species:S:1:pos:R:3
C 3.5981 -2.0335 -0.8611
C 2.7828 -0.9342 -0.2096
C 1.8926 -0.2244 -0.8790
C 0.9487 0.7189 -0.1751
N 1.1245 0.9534 1.2576
H 4.3504 -1.5423 -1.4910
H 4.1987 -2.6548 -0.2119
H 2.9628 -2.6699 -1.4699
H 2.8638 -0.9009 0.8703
H 1.9114 -0.2212 -1.9601
H 0.9972 1.7276 -0.6023
H -0.1035 0.4574 -0.3085
H 0.9226 0.1243 1.7968
H 2.0514 1.1794 1.4415
O -5.9891 -0.0852 1.2962
H -5.9725 -0.9380 0.8465
H -6.2784 0.4707 0.5583
O -2.1815 1.3229 -0.5237
H -2.9956 1.4046 -0.0162
H -2.3376 1.9259 -1.2582
```

Summary:
structure (SMILES)	C/C=C/CN.O.O
charge	0
LUMO	0.5	eV
ΔE to the lowest compared entry with this formula, charge and spin	133.3	kJ/mol
electronic energy	-9942.815	eV
gap between HOMO and LUMO	9.39	eV
molecular weight	107.15	g mol⁻¹

***

12.
ORCA calculation (ωB97M-V/def2-TZVPD) on 3 unconnected molecules or ions with the total composition C4H13NO2.

```
20
Properties=species:S:1:pos:R:3
C 0.8911 -0.3862 1.5376
N -0.5326 0.0026 1.6089
C -0.5759 1.2975 0.8426
C -0.2266 1.3219 -0.7927
C -0.2470 0.0631 -1.7378
O 0.6685 -0.8921 -1.2876
H 1.4660 -0.6563 2.3957
H 0.8294 -1.3092 0.9343
H 1.4353 0.4259 0.8953
H -1.1165 -0.7263 1.1870
H -1.5626 1.7285 0.9159
H 0.1702 1.9501 1.3595
H -0.8539 2.1657 -1.1790
H 0.7125 1.7854 -1.1005
H -0.1526 0.4415 -2.8517
H -1.3674 -0.3252 -1.6847
H 2.1231 0.9076 0.4775
H -0.7183 -3.4117 -0.6579
H -0.1643 -1.8685 -0.6849
O -0.7787 -2.5143 -0.1775
```

Summary:
charge	0
LUMO	-3.2	eV
ΔE to the lowest compared entry with this formula, charge and spin	819.1	kJ/mol
electronic energy	-9935.707	eV
gap between HOMO and LUMO	4.81	eV
molecular weight	107.15	g mol⁻¹